A 9-piece molecular cluster, C46H66N4O16S4 overall, computed with ωB97M-V with the def2-TZVPD basis set.

Results
**Total charge**: +1
**M**: 1059.3 u
**2S+1**: 2
**E_HOMO (spin up / spin down)**: -10.48 / -10.48 eV
**LUMO (spin up / spin down)**: -5.8 / -9.7 eV
**Frontier orbital gap (spin up / spin down)**: 0.171 / 0.029 hartree

Atoms and positions in Å:
C -1.2640 -3.1350 -2.1115
C -1.7591 -4.2870 -1.4198
C -2.3104 -5.3452 -2.2026
C -2.5860 -5.1167 -3.5994
C -2.2420 -3.9374 -4.1637
C -1.5375 -2.9496 -3.4603
N -3.0333 -6.1678 -4.4686
O -3.4372 -5.9696 -5.5692
O -3.1959 -7.2429 -3.9492
H -0.6872 -2.4608 -1.4957
H -1.7669 -4.2979 -0.3398
H -2.4761 -6.3058 -1.7376
H -2.3924 -3.8398 -5.2287
H -1.1331 -2.1642 -4.0816
C 0.6193 3.3545 6.1294
C 0.4522 2.0676 6.4459
C 1.2020 1.0624 5.7797
C 2.1918 1.4911 4.8659
C 2.3463 2.8305 4.4762
C 1.5494 3.7843 5.1589
N 3.0142 0.4741 4.1834
O 3.4115 0.8217 3.0212
O 3.2424 -0.5207 4.8303
H 0.1089 4.0763 6.7497
H -0.2407 2.0123 7.2725
H 1.2529 0.0105 6.0190
H 3.1263 3.2756 3.8762
H 1.5707 4.8449 4.9561
C -6.3491 -4.0726 -0.0718
C -6.0505 -3.5308 1.1904
C -5.1737 -2.4717 1.2749
C -4.6233 -1.9185 0.1370
C -4.8383 -2.5286 -1.0766
C -5.6553 -3.6424 -1.2257
N -3.7416 -0.7390 0.1875
O -3.5468 -0.1251 1.2200
O -3.1446 -0.3549 -0.7954
H -7.0411 -4.8969 -0.1618
H -6.4201 -3.8474 2.1545
H -4.9101 -2.0583 2.2372
H -4.4924 -1.9997 -1.9524
H -5.9134 -4.1500 -2.1434
C -6.3297 6.4406 5.1771
C -4.9466 6.1138 5.1386
C -4.3392 5.9697 3.8818
C -5.0125 6.2874 2.6793
C -6.4053 6.5431 2.7345
C -7.0216 6.5731 4.0105
N -4.3373 6.1932 1.3460
O -3.1671 6.2455 1.2477
O -5.1306 5.9607 0.3956
H -6.8342 6.4238 6.1319
H -4.3642 6.0577 6.0464
H -3.2737 5.8551 4.0156
H -7.0500 6.7854 1.9026
H -8.0863 6.7525 4.0339
C 2.1100 -0.9246 -0.4350
C 0.7512 -0.0279 -0.3502
C 0.9145 1.1287 0.5933
C -0.2932 2.0548 0.7442
C -0.4007 2.8497 2.1113
C -1.5542 3.8012 2.2396
H 2.6113 -0.8997 0.5326
H 2.8382 -0.5317 -1.1446
H 1.8485 -1.9589 -0.6587
H 0.2589 0.1265 -1.3103
H -0.0735 -0.5686 0.1140
H 1.8177 1.6877 0.3485
H 1.2750 0.6576 1.5078
H -0.6077 2.7635 -0.0219
H -1.2265 1.4978 0.8267
H -0.3826 2.1354 2.9345
H 0.5491 3.3769 2.2003
H -1.4656 4.6268 2.9458
H -1.8145 4.1975 1.2581
H -2.4501 3.2600 2.5436
C 3.2075 -4.2526 1.4748
C 4.2200 -4.0258 2.6627
C 3.4862 -4.3380 3.8817
S 2.2911 -5.7082 3.4280
O 1.0234 -5.2588 3.9279
O 2.6974 -6.9951 3.9390
C 2.5211 -5.6389 1.6400
H 3.8531 -4.2828 0.5971
H 2.4977 -3.4274 1.5317
H 4.6250 -3.0163 2.5916
H 5.0120 -4.7746 2.6755
H 2.8705 -3.5280 4.2727
H 4.1374 -4.7434 4.6561
H 1.5332 -5.7470 1.1924
H 3.1126 -6.5439 1.5012
C 3.0674 2.1802 -4.1944
C 3.5499 1.2630 -5.3801
C 3.1005 -0.1202 -5.0458
S 1.3773 0.0562 -4.5296
O 1.1110 -0.8851 -3.4591
O 0.5874 0.1315 -5.7794
C 1.7128 1.7057 -3.8091
H 3.2203 3.2149 -4.5014
H 3.7423 1.9581 -3.3678
H 4.6279 1.2801 -5.5399
H 3.0625 1.6763 -6.2632
H 3.6715 -0.3513 -4.1466
H 3.0711 -0.9979 -5.6915
H 1.6928 1.4962 -2.7396
H 0.8864 2.3425 -4.1246
C 2.9937 -4.7466 -4.3815
C 2.7029 -3.9241 -3.1784
C 2.6454 -4.8508 -1.9465
S 1.6888 -6.3481 -2.5849
O 0.2907 -6.2750 -2.1996
O 2.5557 -7.4636 -2.1922
C 1.9305 -5.8240 -4.3528
H 4.0046 -5.1536 -4.3565
H 2.9574 -4.1114 -5.2665
H 1.7353 -3.4224 -3.1878
H 3.4447 -3.1392 -3.0303
H 2.0973 -4.5932 -1.0402
H 3.6989 -5.0390 -1.7396
H 0.9039 -5.4979 -4.5201
H 1.8849 -6.6110 -5.1056
C 0.7076 5.4530 -0.6704
C 1.7844 6.3970 -0.1199
C 2.8414 6.7291 -1.1664
S 2.9356 5.3517 -2.3201
O 3.8215 4.4101 -1.6743
O 3.2347 5.8750 -3.6110
C 1.1246 4.9283 -2.0345
H -0.2501 5.9731 -0.6493
H 0.4778 4.6245 -0.0005
H 2.4088 5.9937 0.6773
H 1.4553 7.3966 0.1641
H 3.8471 6.9155 -0.7896
H 2.4110 7.5414 -1.7521
H 0.9783 3.8543 -2.1497
H 0.5848 5.4036 -2.8535

Forces on atoms 1 to 3 (eV/Å):
-0.9 -1.1 0.8
-0.7 0.0 -2.7
-0.1 1.3 -0.2